Record 1
Computed, not measured: a molecular structure, C26H29AlB3BeBr2CaClF4N2O18S at a distorted geometry, with ωB97M-V with the def2-TZVPD basis set.

Computed properties:
**Max |F|**: 3.4 eV Å⁻¹
**Energy**: -9887.280148 hartree
**HOMO-LUMO gap**: 1.29 eV
**Spin multiplicity**: 1
**Molar mass**: 1069.34 u
**HOMO level**: -7.73 eV
**Relative energy (zero: lowest compared OMol25 entry of this formula, charge and spin)**: 89.6 kcal/mol

Each line ends with the Mulliken charge.
CARTESIAN COORDINATES (ANGSTROEM)
C 6.51251 0.88068 -1.96632  -0.5963
O 5.85048 2.02334 -1.42749  -0.3516
C 5.66439 3.00017 -2.40681  -0.3491
C 4.41802 2.67032 -3.31541  -0.7175
C 3.41904 3.84722 -3.39276  -1.1036
C 1.97634 3.40995 -3.03721  0.2471
C 1.07091 4.62993 -2.79010  -1.4529
C -0.36082 4.18684 -2.41188  -0.3060
C -0.32066 3.66397 -0.89040  -1.2581
C -1.13226 2.29153 -0.61871  -0.5953
C -0.17908 1.20003 -0.05621  -1.4348
C -0.48134 -0.23718 -0.49755  -0.3656
C -0.01370 -0.63901 -1.87447  0.7040
C -0.16092 0.03171 -3.04451  -0.0950
C 0.31763 -0.51315 -4.28702  -0.7774
C 0.94619 -1.75437 -4.39190  -0.9253
C 1.13821 -2.46823 -3.21158  0.7755
N 1.72993 -3.69291 -3.08748  -0.6550
S 1.66504 -4.03415 -1.52871  0.5160
N 0.87182 -2.70784 -0.93307  -0.4263
C 0.65263 -1.91884 -1.93973  0.2269
H 6.05900 0.53972 -2.90877  0.3225
H 7.55941 1.17977 -2.13676  0.2676
H 6.46525 0.06475 -1.24144  0.2518
H 6.61902 3.02438 -3.03689  0.0726
H 5.54275 3.98108 -1.94109  0.5364
H 3.99007 1.74186 -2.91788  0.4081
H 4.82667 2.45704 -4.31191  0.4522
H 3.38728 4.21101 -4.42924  0.3466
H 3.75351 4.68049 -2.76162  0.5354
H 2.06868 2.79132 -2.13048  0.1446
H 1.61823 2.78868 -3.86925  0.1389
H 1.07009 5.29028 -3.66690  0.4320
H 1.51160 5.21968 -1.97261  0.4049
H -0.77577 3.45596 -3.12253  0.5973
H -0.96931 5.11435 -2.41046  0.2720
H -0.71250 4.47750 -0.24733  0.2364
H 0.72858 3.55205 -0.61393  0.8308
H -1.85293 2.54310 0.18532  0.5924
H -1.73156 1.96009 -1.48602  0.7270
H 0.88451 1.42754 -0.20276  0.6483
H -0.32833 1.21471 1.03297  0.5051
H -1.53239 -0.50556 -0.33414  -0.3025
H 0.08521 -0.89012 0.18202  0.6843
H -0.64409 1.00316 -3.08192  0.3071
H 0.18463 0.01956 -5.22814  0.4236
H 1.27359 -2.16081 -5.34510  0.4889
B -4.23375 -0.72694 2.36881  1.6857
O -5.36922 -1.34599 1.64205  -1.0662
C -5.25014 -0.98992 0.32985  0.1464
O -6.00123 -1.32955 -0.52344  -0.5048
C -4.01930 -0.11954 0.17931  0.9566
O -3.61835 0.37045 -0.83412  -0.5160
O -3.44180 0.01065 1.37504  -0.6887
O -4.69788 0.18478 3.42884  -0.4480
C -4.22411 -0.28129 4.61951  0.4969
O -4.39702 0.20974 5.67796  -0.4590
C -3.43166 -1.54617 4.31365  1.0209
O -2.85965 -2.28009 5.08995  -0.7975
O -3.44234 -1.77248 3.02948  -0.6796
Al -2.60634 3.97530 -1.48562  0.3968
Br -4.96090 2.55471 3.41305  0.1713
C -7.36731 5.24468 3.96499  -0.5656
O -6.44499 4.78821 3.09846  -0.4335
H -8.02558 6.03034 3.54789  0.2787
H -8.09831 4.50698 4.34327  0.2527
H -6.99004 5.71451 4.89024  0.2631
Ca -3.24523 -4.58812 4.94881  1.2662
Cl 8.28346 4.10396 -2.73070  -0.3405
B 2.45991 -5.03265 3.80873  1.1418
O 1.35561 -5.98287 3.57474  -0.5987
C 1.13619 -6.05165 2.26598  0.5175
O 0.31122 -6.72475 1.72930  -0.5560
C 2.11669 -5.12026 1.57073  0.6835
O 2.18868 -4.93181 0.36433  -0.6333
O 2.87024 -4.54121 2.45383  -0.5432
O 2.02322 -3.91491 4.66220  -0.3984
C 2.79819 -3.89385 5.74813  0.5585
O 2.70341 -3.10887 6.64399  -0.5847
C 3.80282 -5.02733 5.64203  0.5490
O 4.64669 -5.29958 6.44046  -0.5614
O 3.58447 -5.67809 4.49657  -0.5050
Be -5.61161 -3.35952 1.28196  0.6736
Br -5.11134 -3.25175 7.16738  -0.6244
B -1.92345 -4.77809 -1.48560  0.3790
F -2.42994 -5.69718 -0.57611  -0.3643
F -2.43661 -5.00957 -2.76058  -0.3533
F -2.22852 -3.45756 -1.07040  -0.3043
F -0.47974 -4.90429 -1.53872  -0.2956


Record 2
Computed, not measured: C3H7NS in the gas phase at a distorted geometry, with ωB97M-V with the def2-TZVPD basis set.

Computed properties:
**Max |F|**: 2.1 eV Å⁻¹
**Energy**: -571.429469 hartree
**HOMO-LUMO gap**: 8.97 eV
**Spin multiplicity**: 1
**Molar mass**: 89.16 u
**HOMO level**: -8.36 eV
**Relative energy (zero: lowest compared OMol25 entry of this formula, charge and spin)**: 5.9 kcal/mol

Each line ends with the Mulliken charge.
CARTESIAN COORDINATES (ANGSTROEM)
C -1.12711 -0.92841 -0.48386  -0.9856
C -0.26307 -0.27225 0.65143  -0.5853
C 1.07728 0.16021 0.17372  0.2583
N 0.86110 1.40381 -0.29302  -0.3797
S 2.41992 -0.79034 -0.07547  -0.2947
H -1.41779 -0.10420 -1.10900  0.2877
H -0.53693 -1.72041 -0.93254  0.3118
H -2.02719 -1.40077 -0.12646  0.3264
H -0.59846 0.62515 1.17357  0.3203
H -0.15374 -0.94046 1.46747  0.3147
H 0.23800 1.95842 0.29663  0.1900
H 1.52800 2.00925 -0.74248  0.2362


Record 3
Computed, not measured: C6H7N in the gas phase at a distorted geometry, with ωB97M-V with the def2-TZVPD basis set.

Computed properties:
**Max |F|**: 3.3 eV Å⁻¹
**Energy**: -287.393601 hartree
**HOMO-LUMO gap**: 10.08 eV
**Spin multiplicity**: 1
**Molar mass**: 93.13 u
**HOMO level**: -9.22 eV
**Relative energy (zero: lowest compared OMol25 entry of this formula, charge and spin)**: 121.5 kcal/mol

Each line ends with the Mulliken charge.
CARTESIAN COORDINATES (ANGSTROEM)
C 0.60425 0.08451 2.26131  -0.7374
C 0.55736 0.58552 1.01734  -0.2990
C -0.60838 0.64610 0.19554  -0.2947
C -0.60738 -0.63308 -0.72719  -0.6294
C 0.01443 -0.40697 -2.04194  0.4158
C 0.65071 0.22972 -3.16318  -0.2659
N 0.16849 -1.01943 -3.18598  -0.3755
H -0.18850 -0.15874 2.90395  0.3334
H 1.63962 0.09073 2.60783  0.2330
H 1.56488 0.68369 0.56694  0.2686
H -0.83281 1.67913 -0.20206  0.3468
H -1.43227 0.42907 0.87793  0.2422
H -1.58089 -0.99467 -0.97064  0.3460
H 0.05049 -1.21559 -0.13985  0.4160


Record 4
Computed, not measured: a molecular structure, As6CuF36 at a distorted geometry, with ωB97M-V with the def2-TZVPD basis set.

Computed properties:
**<S²>**: 0.751
**Max |F|**: 1.0 eV Å⁻¹
**Net charge**: -4
**Energy**: -18651.071351 hartree
**HOMO-LUMO gap (spin up / spin down)**: 12.22 / 9.98 eV
**Spin multiplicity**: 2
**Molar mass**: 1197.01 u
**HOMO level (spin up / spin down)**: -2.95 / -2.95 eV
**Relative energy (zero: lowest compared OMol25 entry of this formula, charge and spin)**: 0.0 kcal/mol

Each line ends with the Löwdin spin population.
CARTESIAN COORDINATES (ANGSTROEM)
Cu -15.96554 -1.96023 15.37246  0.9001
As -18.83998 0.12062 14.20318  0.0023
F -17.36206 -0.91464 14.45617  0.0283
F -19.53038 -0.40423 15.67946  0.0003
F -20.27079 1.06278 13.82866  0.0000
F -18.10317 0.70817 12.77041  0.0020
F -19.49512 -1.23399 13.38382  0.0017
F -18.10020 1.40883 15.05784  0.0006
As -15.86435 -3.92105 11.93379  0.0003
F -17.37969 -4.54279 12.42442  0.0002
F -15.92129 -4.89867 10.47208  0.0000
F -14.36916 -3.22716 11.41293  0.0002
F -15.84211 -2.93307 13.41203  0.0043
F -15.01144 -5.15719 12.74248  0.0002
F -16.67806 -2.65451 11.06792  0.0002
As -18.37624 -4.80354 16.28706  0.0005
F -17.26608 -5.68157 15.32729  0.0001
F -17.62559 -5.38052 17.72358  0.0006
F -19.47450 -3.88854 17.25861  0.0005
F -19.15180 -4.21193 14.87495  0.0001
F -19.45396 -6.19507 16.30487  0.0000
F -17.26329 -3.40270 16.25814  0.0086
As -13.18158 -3.82902 16.93106  0.0017
F -12.07559 -3.45153 15.67300  0.0013
F -13.34115 -5.39006 16.26078  0.0018
F -14.36670 -4.23597 18.09331  0.0003
F -13.02703 -2.25484 17.55773  0.0000
F -14.50764 -3.25357 15.82281  0.0286
F -11.90042 -4.38440 17.97262  0.0000
As -16.87018 -0.50239 18.85260  0.0002
F -17.07371 -0.17530 20.55628  0.0000
F -15.17933 -0.19832 18.97708  0.0000
F -16.62463 -0.93071 17.11527  0.0036
F -18.53815 -0.76576 18.68399  0.0002
F -17.13185 1.14100 18.42967  0.0003
F -16.59814 -2.15999 19.23205  0.0000
As -13.64278 1.04649 14.73495  0.0006
F -12.52877 0.40643 13.57619  0.0006
F -14.43521 -0.56755 14.87819  0.0088
F -14.72494 1.68618 15.89047  0.0001
F -12.85689 2.59914 14.61013  0.0000
F -14.72721 1.41660 13.46676  0.0002
F -12.56881 0.54002 15.97284  0.0005


Record 5
Computed, not measured: C3H4N2S2 in the gas phase at a distorted geometry, with ωB97M-V with the def2-TZVPD basis set.

Computed properties:
**Max |F|**: 2.8 eV Å⁻¹
**Energy**: -1022.540833 hartree
**HOMO-LUMO gap**: 8.37 eV
**Spin multiplicity**: 1
**Molar mass**: 132.21 u
**HOMO level**: -8.27 eV
**Relative energy (zero: lowest compared OMol25 entry of this formula, charge and spin)**: 46.9 kcal/mol

Each line ends with the Mulliken charge.
CARTESIAN COORDINATES (ANGSTROEM)
C 1.88992 -0.62016 0.08428  -1.0736
C 0.47457 -0.21217 -0.26539  0.5895
N -0.38482 -1.18205 -0.19355  -0.3730
S -1.98674 -0.91614 -0.34902  -0.0292
C -2.27160 0.77368 0.12167  0.0502
N -1.44622 1.78135 0.10119  -0.3806
S 0.22103 1.53720 -0.44889  -0.0115
H 2.67637 -0.30112 -0.66348  0.3048
H 2.05748 -1.66861 0.15725  0.3355
H 2.12803 -0.26294 1.05219  0.2885
H -3.35803 1.07095 0.40375  0.2994


Record 6
Computed, not measured: a molecular structure, C16H13ClN7O4PtS2, with ωB97M-V with the def2-TZVPD basis set.

Computed properties:
**<S²>**: 2.026
**Max |F|**: 0.3 eV Å⁻¹
**Net charge**: +1
**Energy**: -2677.160567 hartree
**HOMO-LUMO gap (spin up / spin down)**: 5.62 / 5.51 eV
**Spin multiplicity**: 3
**Molar mass**: 661.99 u
**HOMO level (spin up / spin down)**: -8.94 / -11.87 eV
**Relative energy (zero: lowest compared OMol25 entry of this formula, charge and spin)**: 20.9 kcal/mol

Each line ends with the Löwdin spin population.
CARTESIAN COORDINATES (ANGSTROEM)
Pt -0.88986 -0.37523 -0.49653  0.6965
S 1.27540 -2.58814 6.23082  0.0040
N 0.37494 -3.35363 5.13373  0.0062
C 0.29625 -2.56091 4.07585  -0.0013
C -0.43213 -2.85796 2.85107  0.0511
C -1.15081 -4.00045 2.59526  0.0454
C -1.81411 -4.13758 1.36463  0.0799
C -1.74815 -3.12373 0.43926  0.0343
N -1.05139 -1.99883 0.67972  0.1148
C -0.37300 -1.85102 1.85884  0.0792
C 0.34410 -0.66440 2.00717  0.1451
N 0.33086 0.20581 0.91481  0.1980
C 1.05153 1.37438 0.99322  0.0797
C 1.73508 1.71243 2.11389  0.0749
C 1.74253 0.84805 3.24625  0.1518
C 1.05388 -0.33287 3.18146  0.0237
C 1.00175 -1.33881 4.23778  0.0023
N 1.59728 -1.23562 5.41539  -0.0114
H -1.19885 -4.77944 3.34376  0.0006
H -2.37717 -5.02775 1.12985  0.0038
H -2.25135 -3.18786 -0.51476  0.0002
H 1.06351 1.98124 0.10196  0.0025
H 2.29601 2.63382 2.12584  0.0021
H 2.29097 1.10489 4.14050  0.0066
O -0.33283 -1.70148 -2.33683  0.1473
Cl -1.65357 -1.49794 -2.97074  0.0008
O -2.21854 -2.69748 -3.42886  0.0207
O -2.45390 -0.98302 -1.77038  0.0260
O -1.59101 -0.47978 -3.94801  0.0035
C 2.51191 4.00272 -3.13598  0.0000
C 1.86527 2.80127 -3.82700  0.0001
C 0.63159 2.35366 -3.11549  0.0004
N 0.61131 1.45323 -2.20466  0.0002
N -0.64649 1.29166 -1.66782  0.0040
C -1.56993 2.06537 -2.20208  0.0028
N -2.85865 2.07449 -1.83340  0.0013
S -0.91916 3.10590 -3.39984  0.0003
H 3.39226 4.32104 -3.69020  0.0000
H 2.81998 3.74407 -2.12377  0.0000
H 1.82626 4.84844 -3.08036  0.0000
H 2.54719 1.95119 -3.84636  0.0000
H 1.61550 3.04389 -4.86106  0.0000
H -3.21903 1.27400 -1.33663  0.0023
H -3.52540 2.58238 -2.39028  0.0000


- Which of these has the highest energy?
  C6H7N


- Which of these has the lowest molar mass?
  C3H7NS


- Which of these has the highest relative energy (zero: lowest compared OMol25 entry of this formula, charge and spin)?
  C6H7N